C46H54F3N5O5P3STeZn | ωB97M-V with the def2-TZVPD basis set

Results
Frontier orbital gap (spin up / spin down) in hartree: 0.2361 / 0.2127
Total charge: -1
Lowest unoccupied orbital energy (spin up / spin down) in eV: 1.38 / 1.44
HOMO energy (spin up / spin down) in Ha: -0.1855 / -0.1597

Each line ends with the Löwdin charge.
Geometry (Å):
Zn  0.389  -1.251  -1.480  0.40
Te  2.191  0.737  2.696  1.31
C  3.432  2.513  2.765  -0.49
C  4.677  2.489  3.388  -0.15
C  5.441  3.644  3.416  -0.17
N  5.047  4.797  2.898  0.04
C  3.865  4.819  2.303  -0.16
C  3.032  3.717  2.201  -0.10
C  1.821  0.917  0.618  -0.88
P  0.250  1.369  -0.017  0.98
C  -0.269  2.825  0.956  -0.35
C  -0.686  2.623  2.269  -0.16
C  -1.035  3.693  3.072  -0.08
C  -0.995  4.981  2.562  -0.09
C  -0.629  5.187  1.241  -0.09
C  -0.271  4.119  0.438  -0.09
C  0.710  2.157  -1.610  -0.37
C  -0.194  2.268  -2.661  -0.10
C  0.183  2.855  -3.855  -0.07
C  1.467  3.348  -4.010  -0.08
C  2.360  3.275  -2.954  -0.08
C  1.988  2.687  -1.760  -0.11
P  2.521  -0.360  -0.443  0.96
C  4.210  0.328  -0.647  -0.35
C  4.578  0.765  -1.913  -0.10
C  5.810  1.359  -2.116  -0.08
C  6.681  1.541  -1.055  -0.09
C  6.313  1.115  0.211  -0.08
C  5.090  0.504  0.415  -0.11
C  2.870  -1.783  0.638  -0.41
C  4.069  -2.485  0.575  -0.09
C  4.261  -3.601  1.369  -0.09
C  3.257  -4.045  2.211  -0.10
C  2.041  -3.383  2.240  -0.08
C  1.851  -2.259  1.459  -0.19
H  5.054  1.577  3.827  0.09
H  6.424  3.650  3.872  0.10
H  3.568  5.775  1.888  0.10
H  2.086  3.797  1.689  0.08
H  -0.747  1.613  2.649  0.04
H  -1.348  3.524  4.094  0.10
H  -1.265  5.822  3.186  0.10
H  -0.613  6.189  0.832  0.10
H  0.033  4.292  -0.584  0.10
H  -1.196  1.879  -2.565  0.08
H  -0.525  2.901  -4.670  0.11
H  1.773  3.782  -4.950  0.10
H  3.367  3.653  -3.061  0.10
H  2.689  2.640  -0.936  0.09
H  3.889  0.628  -2.731  0.09
H  6.096  1.676  -3.107  0.10
H  7.648  1.999  -1.213  0.10
H  6.988  1.256  1.042  0.10
H  4.819  0.154  1.404  0.07
H  4.855  -2.167  -0.096  0.11
H  5.205  -4.125  1.325  0.10
H  3.424  -4.906  2.845  0.09
H  1.239  -3.742  2.869  0.10
H  0.890  -1.765  1.446  0.04
O  1.416  -2.798  -1.971  -0.27
O  0.412  -3.600  -2.482  -0.24
F  1.589  0.457  -5.704  0.08
C  1.850  -0.756  -5.181  -0.60
F  2.176  -1.566  -6.217  0.07
F  2.983  -0.626  -4.457  0.07
S  0.278  -1.559  -4.079  0.86
O  -0.661  -2.802  -2.829  -0.32
O  -0.751  -1.370  -5.083  -0.40
O  0.282  -0.405  -3.109  -0.50
N  -0.685  -1.018  0.025  -0.29
P  -2.172  -1.430  0.208  0.61
N  -3.353  -0.627  -0.744  -0.19
C  -3.112  0.799  -0.708  -0.25
C  -4.174  1.602  -1.463  -0.16
C  -4.566  0.929  -2.789  -0.19
C  -3.549  -0.141  -3.172  -0.17
C  -3.519  -1.201  -2.084  -0.20
N  -2.574  -3.059  0.154  -0.19
C  -1.718  -4.086  -0.417  -0.22
C  -2.142  -5.449  0.113  -0.17
C  -3.517  -5.807  -0.464  -0.20
C  -4.345  -4.535  -0.699  -0.18
C  -3.966  -3.452  0.308  -0.22
N  -2.681  -0.987  1.748  -0.20
C  -1.680  -1.160  2.784  -0.23
C  -2.285  -0.996  4.171  -0.18
C  -2.998  0.352  4.302  -0.19
C  -3.862  0.662  3.067  -0.17
C  -3.990  -0.575  2.176  -0.23
H  -2.104  1.034  -1.095  0.05
H  -3.098  1.099  0.343  0.09
H  -3.775  2.602  -1.645  0.11
H  -5.058  1.721  -0.832  0.10
H  -4.658  1.672  -3.583  0.10
H  -5.541  0.446  -2.676  0.10
H  -2.556  0.281  -3.310  0.09
H  -3.824  -0.614  -4.116  0.12
H  -2.717  -1.911  -2.307  0.09
H  -4.478  -1.738  -2.100  0.11
H  -0.687  -3.851  -0.146  0.11
H  -1.779  -4.106  -1.510  0.10
H  -2.184  -5.419  1.205  0.11
H  -1.397  -6.192  -0.175  0.11
H  -4.039  -6.482  0.219  0.10
H  -3.391  -6.327  -1.414  0.11
H  -5.413  -4.756  -0.620  0.11
H  -4.157  -4.159  -1.706  0.10
H  -4.133  -3.843  1.324  0.12
H  -4.601  -2.574  0.176  0.10
H  -0.877  -0.423  2.636  0.06
H  -1.221  -2.152  2.681  0.11
H  -1.489  -1.075  4.916  0.11
H  -2.990  -1.810  4.350  0.11
H  -2.249  1.135  4.430  0.09
H  -3.613  0.336  5.203  0.10
H  -3.389  1.455  2.485  0.09
H  -4.854  1.011  3.364  0.11
H  -4.582  -0.351  1.288  0.10
H  -4.513  -1.371  2.731  0.11

***

C46H55As2N3PbSSe3Si2Te2 | ωB97M-V with the def2-TZVPD basis set

Results
Energy relative to the best compared isomer or geometry (same formula, charge and spin) in eV: 1.3963
Frontier orbital gap in hartree: 0.2166
Total charge: 0
Lowest unoccupied orbital energy in eV: -0.59
HOMO energy in Ha: -0.2383

Each line ends with the Löwdin charge.
Geometry (Å):
Pb  0.634  -1.936  2.427  0.67
Se  1.053  -2.112  5.154  -0.11
Se  2.998  -3.404  5.117  -0.21
Te  2.238  -5.501  3.989  0.26
Se  1.540  -4.432  1.794  -0.25
N  -2.860  -4.364  0.522  0.13
C  -2.385  -5.202  -0.497  -0.23
C  -3.060  -6.378  -0.783  -0.02
C  -2.628  -7.203  -1.815  -0.08
C  -1.508  -6.870  -2.549  -0.08
C  -0.808  -5.707  -2.248  -0.09
C  -1.251  -4.877  -1.241  -0.41
S  -0.336  -3.387  -0.867  0.81
N  -1.078  -2.816  0.502  -0.36
C  -2.148  -3.296  1.016  -0.36
C  -2.689  -2.637  2.213  -0.20
C  -4.054  -2.660  2.507  0.00
C  -4.514  -2.033  3.649  -0.03
C  -3.600  -1.390  4.473  -0.02
C  -2.266  -1.401  4.101  -0.15
N  -1.822  -2.003  3.009  -0.02
H  -3.550  -4.782  1.127  0.14
H  -3.923  -6.659  -0.196  0.11
H  -3.169  -8.111  -2.031  0.10
H  -1.167  -7.513  -3.344  0.10
H  0.086  -5.447  -2.793  0.11
H  -4.749  -3.137  1.836  0.11
H  -5.567  -2.051  3.890  0.11
H  -3.907  -0.899  5.381  0.11
H  -1.514  -0.935  4.724  0.07
C  0.426  1.626  4.107  -0.45
C  -0.071  2.345  2.853  -0.46
As  -1.010  1.172  1.533  1.30
C  -2.921  1.592  1.766  -0.39
C  -3.732  1.142  0.727  -0.13
C  -5.071  1.475  0.668  -0.08
C  -5.633  2.247  1.671  -0.09
C  -4.851  2.662  2.733  -0.09
C  -3.502  2.341  2.778  -0.11
C  -0.887  2.417  0.010  -0.37
C  -1.012  1.925  -1.284  -0.16
C  -0.897  2.769  -2.376  -0.11
C  -0.650  4.117  -2.188  -0.08
C  -0.560  4.623  -0.904  -0.08
C  -0.693  3.781  0.184  -0.10
As  2.387  1.617  4.563  1.31
C  3.120  3.204  3.649  -0.41
C  2.443  4.400  3.448  -0.13
C  3.073  5.470  2.833  -0.09
C  4.400  5.375  2.451  -0.10
C  5.103  4.207  2.700  -0.09
C  4.461  3.131  3.280  -0.12
C  3.060  0.371  3.190  -0.47
C  4.093  -0.494  3.539  -0.19
C  4.633  -1.374  2.617  -0.10
C  4.145  -1.406  1.320  -0.09
C  3.127  -0.543  0.951  -0.17
C  2.594  0.344  1.879  -0.22
H  0.182  0.556  4.069  -0.04
H  -0.084  2.013  4.998  0.06
H  0.773  2.768  2.295  0.03
H  -0.719  3.183  3.131  0.05
H  -3.293  0.532  -0.056  0.09
H  -5.676  1.145  -0.165  0.10
H  -6.678  2.519  1.625  0.10
H  -5.293  3.251  3.525  0.10
H  -2.906  2.686  3.613  0.09
H  -1.173  0.861  -1.435  0.04
H  -0.987  2.378  -3.378  0.09
H  -0.536  4.775  -3.036  0.10
H  -0.389  5.677  -0.743  0.10
H  -0.649  4.214  1.175  0.09
H  1.418  4.504  3.786  0.10
H  2.528  6.387  2.652  0.10
H  4.891  6.212  1.975  0.10
H  6.151  4.138  2.443  0.10
H  5.008  2.212  3.463  0.09
H  4.459  -0.477  4.560  0.10
H  5.431  -2.039  2.914  0.11
H  4.545  -2.097  0.595  0.11
H  2.761  -0.532  -0.069  0.03
H  1.832  1.040  1.549  0.07
C  -2.730  0.488  -4.628  -0.18
Si  -1.917  -1.198  -4.250  0.48
C  -2.409  -2.432  -5.621  -0.18
C  -2.692  -1.798  -2.618  -0.19
C  -0.008  -1.173  -4.285  -0.56
Te  1.161  -0.772  -2.479  1.17
C  1.857  1.182  -3.166  -0.56
Si  3.736  1.375  -3.399  0.46
C  4.507  1.773  -1.698  -0.17
C  4.490  -0.216  -4.125  -0.20
C  4.020  2.814  -4.621  -0.18
H  -3.714  0.338  -5.062  0.03
H  -2.158  1.082  -5.333  0.02
H  -2.865  1.078  -3.728  0.01
H  -3.488  -2.523  -5.692  0.02
H  -2.003  -3.420  -5.419  0.02
H  -2.037  -2.122  -6.592  0.03
H  -3.741  -1.523  -2.580  0.03
H  -2.200  -1.369  -1.751  -0.02
H  -2.632  -2.877  -2.530  0.00
H  0.333  -0.431  -5.000  -0.01
H  0.339  -2.138  -4.647  -0.01
H  1.502  1.921  -2.454  -0.02
H  1.329  1.360  -4.096  0.00
H  4.580  0.886  -1.077  0.01
H  3.907  2.498  -1.153  0.03
H  5.503  2.191  -1.790  0.02
H  4.196  -1.088  -3.545  -0.01
H  5.574  -0.176  -4.141  0.02
H  4.157  -0.371  -5.146  0.02
H  3.582  3.738  -4.254  0.02
H  3.579  2.608  -5.593  0.02
H  5.079  2.994  -4.776  0.02

***

> Which value of total charge does entry 2 give?

0